Molecular formula: C3H2O4
Method: DFT, ωB97M-V/def2-TZVPD

```
9
Properties=species:S:1:pos:R:3:forces:R:3
O -0.85844 2.50585 0.21843 -0.80 1.35 0.02
C -0.46925 1.44033 0.00252 2.20 -0.28 1.78
C 0.26659 0.35286 -0.02822 2.21 -0.13 -1.66
O 0.12448 -0.85796 0.58620 -0.11 0.40 -0.02
H 1.10179 0.41582 -0.78570 -0.98 -0.06 0.85
H -0.81533 -1.04372 0.56646 -0.46 -0.44 0.19
O -2.28778 1.49462 -1.76561 -0.35 -0.53 0.52
C -2.24689 0.64289 -0.97090 -0.91 0.26 -2.41
O -2.33996 -0.30692 -0.31152 -0.80 -0.56 0.74
```
Positions in Å, forces in eV/Å.

Summary:
**Multiplicity**: 1
**Orbital gap**: 0.33328 Ha
**SMILES**: O=C=CO.O=C=O

---

Molecular formula: C5H14N2S
Method: DFT, ωB97M-V/def2-TZVPD

```
22
Properties=species:S:1:pos:R:3:forces:R:3
C 0.20269 -2.39145 0.24020 0.67 0.37 -1.01
N -0.49087 -1.11193 -0.01201 0.81 -0.16 0.05
C 0.22446 0.15421 0.17855 -2.13 0.54 1.76
C 0.06125 0.71022 1.61844 0.21 0.03 1.93
N 0.23578 -0.20624 2.80624 0.67 0.86 -1.15
C -0.44843 1.25202 -0.71966 2.63 -0.56 0.13
C -0.14052 0.77038 -2.13767 -1.22 1.60 0.12
S -0.73037 1.88737 -3.49007 -0.58 -0.76 -0.16
H 1.30189 -2.42691 0.06792 -0.51 0.95 0.06
H -0.13309 -3.04063 -0.57953 -0.32 -0.61 0.93
H 0.10572 -2.72184 1.27316 -0.41 -0.62 -0.18
H -1.34217 -1.10853 0.53466 -0.08 0.09 -0.10
H 1.29512 -0.01982 0.01799 -0.25 0.23 -0.43
H -0.84886 1.28310 1.87254 -0.21 -0.51 -1.01
H 0.81841 1.48002 1.80257 0.14 -0.03 -0.29
H 1.24467 -0.28872 2.84937 -0.03 -0.65 0.50
H -0.15992 -1.12707 2.67351 -0.03 0.01 -0.18
H 0.07788 2.18182 -0.43492 -0.27 -0.11 -0.52
H -1.49358 1.39521 -0.48015 -0.26 -0.29 -0.10
H 0.90747 0.51079 -2.18071 0.12 -0.14 -0.50
H -0.80419 -0.08309 -2.26496 0.47 -0.25 -0.38
H 0.11665 2.90109 -3.63546 0.58 0.00 0.54
```
Positions in Å, forces in eV/Å.

Summary:
**Multiplicity**: 1
**Orbital gap**: 0.34849 Ha
**SMILES**: CN[C@H](CN)CCS

---

Molecular formula: C5H8N4
Method: DFT, ωB97M-V/def2-TZVPD

```
17
Properties=species:S:1:pos:R:3:forces:R:3
C -2.02561 1.11937 0.57316 -1.65 1.70 2.46
C -0.69071 0.52666 0.21293 -1.08 0.51 3.80
C 0.41439 0.31734 1.06548 -2.29 1.12 -4.34
C 0.94795 1.29781 2.20742 1.06 2.08 -1.34
C 0.53027 -1.76941 -1.33642 -2.59 1.44 3.78
H -2.17933 1.73355 1.61087 0.55 -2.02 -2.46
H -2.83833 0.37097 0.33919 0.86 -0.03 1.45
H -2.42097 1.77984 -0.18114 0.68 1.13 -0.52
H 0.30510 2.56255 2.45790 1.36 -4.65 -0.52
H 1.82018 1.85761 1.47123 -1.63 -1.96 2.81
H 1.30613 0.62082 3.19865 -0.87 2.57 -2.81
H 0.74956 -2.89020 -1.33328 -0.80 1.83 -0.92
H -1.83755 0.09083 -1.34392 -2.44 1.50 -0.31
N 1.43941 -0.02580 0.01694 2.80 -0.70 1.90
N 1.60384 -1.00912 -0.74053 -1.29 1.29 -1.11
N -0.69232 -1.19038 -1.42883 4.56 -5.48 -1.68
N -0.91700 0.07150 -1.06972 2.75 -0.34 -0.20
```
Positions in Å, forces in eV/Å.

Summary:
**Multiplicity**: 1
**Orbital gap**: 0.27830 Ha

---

Molecular formula: C5H9NO2
Method: DFT, ωB97M-V/def2-TZVPD

```
17
Properties=species:S:1:pos:R:3:forces:R:3
C -0.78850 1.93841 1.03221 -0.14 0.02 -0.01
O 0.58463 1.83262 0.71954 0.21 0.02 -0.12
C 0.96211 0.70427 -0.00852 0.23 0.42 0.32
C 0.89051 -0.72048 0.61059 0.11 0.08 -0.15
C 0.39627 -1.28189 -0.74144 -0.05 -0.33 -0.04
N -0.69833 -2.21690 -0.69683 -0.08 -0.13 -0.02
C 0.10488 0.16755 -1.15358 -0.20 0.12 -0.18
O -0.70352 0.65476 -1.89213 0.12 -0.07 0.10
H -1.13224 1.09953 1.64712 0.00 0.02 0.02
H -0.88942 2.86057 1.60051 -0.08 -0.06 0.02
H -1.40257 2.00084 0.12954 0.03 -0.01 0.06
H 1.97442 0.91962 -0.36414 -0.04 -0.15 -0.07
H 1.82567 -1.12049 0.98828 0.02 0.00 0.04
H 0.12625 -0.80200 1.37886 -0.13 0.00 0.03
H 1.21024 -1.71773 -1.32510 0.03 0.09 0.02
H -0.93713 -2.53788 -1.62813 -0.06 0.05 0.08
H -1.52326 -1.78081 -0.29676 0.03 -0.06 -0.09
```
Positions in Å, forces in eV/Å.

Summary:
**Multiplicity**: 1
**Orbital gap**: 0.35243 Ha
**SMILES**: CO[C@H]1C[C@@H](N)C1=O

---

Molecular formula: C31H24Cl2F5HgN4O4S
Method: DFT, ωB97M-V/def2-TZVPD

```
72
Properties=species:S:1:pos:R:3:forces:R:3
Hg -0.71733 1.79510 -5.26660 0.00 -0.02 -0.08
C -3.75899 -2.47134 1.16485 0.00 0.02 0.01
O -3.86956 -1.44264 2.12527 0.01 0.02 -0.04
C -2.87697 -1.35668 3.06641 -0.02 -0.03 0.02
C -2.99230 -0.30839 3.98022 0.01 -0.01 -0.02
C -2.04963 -0.13342 4.97023 0.08 0.01 0.00
C -0.96085 -1.00753 5.08180 0.02 -0.04 0.02
C -0.87969 -2.06651 4.19251 -0.05 -0.03 -0.04
C -1.81479 -2.24148 3.17363 0.00 0.00 0.01
N -0.04080 -0.96762 6.17037 -0.10 -0.03 0.02
N 0.47815 0.10663 6.58416 0.12 0.11 -0.04
C 0.48727 1.31400 5.90196 -0.07 -0.09 0.07
C 0.48664 2.44569 6.73010 -0.01 0.05 0.02
C 0.28386 3.71924 6.26790 0.00 -0.03 0.02
C 0.07501 4.00312 4.87208 0.00 0.02 -0.02
O -0.19720 5.12837 4.44298 0.01 -0.03 0.01
C 0.26259 2.82888 3.96221 0.01 -0.02 -0.01
N 0.23203 3.08078 2.63928 0.01 -0.03 0.07
C 0.46854 2.09690 1.80025 0.01 -0.06 -0.01
C 0.82346 0.80323 2.21244 0.04 0.13 -0.06
C 0.86459 0.53719 3.55362 -0.05 -0.08 0.02
C 0.50727 1.53426 4.48271 -0.06 0.02 -0.05
H -4.59559 -2.34349 0.48218 0.00 0.01 0.00
H -3.82013 -3.46122 1.62853 0.01 0.00 0.02
H -2.82621 -2.39812 0.60103 0.02 0.01 -0.02
H -3.83085 0.36996 3.88567 0.00 0.00 0.00
H -2.14071 0.69665 5.65869 0.02 0.02 0.01
H -0.05656 -2.76411 4.29455 0.00 0.00 -0.01
H -1.69939 -3.06756 2.48569 -0.01 -0.01 0.00
H 0.59004 2.25854 7.79480 0.00 0.01 0.00
H 0.24292 4.56078 6.94880 0.00 0.00 0.00
H 0.39955 2.33353 0.74145 0.01 0.01 -0.01
H 1.06739 0.03867 1.48398 0.01 0.03 0.00
H 1.16755 -0.43900 3.90646 0.01 0.04 -0.01
Cl 1.76517 -3.00728 -5.97726 0.00 0.00 0.00
C 1.06857 -2.45833 -4.47448 0.00 -0.01 0.00
C 1.22350 -3.26013 -3.34811 -0.01 0.00 0.00
C 0.71944 -2.87755 -2.13393 0.00 -0.02 -0.02
Cl 0.95988 -3.90652 -0.73422 -0.01 -0.02 0.00
C 0.02662 -1.65322 -2.00154 -0.04 -0.01 -0.02
C -0.49435 -1.16649 -0.78163 -0.04 -0.01 0.00
C -1.15957 0.02678 -0.74992 0.00 0.00 0.01
C -1.30389 0.74591 -1.94922 0.00 0.01 0.00
N -0.82247 0.32377 -3.09265 0.02 0.00 0.02
C -0.15086 -0.84521 -3.15481 -0.01 0.00 0.02
C 0.38140 -1.22068 -4.47478 0.00 -0.01 -0.01
O 0.22607 -0.50337 -5.48898 0.02 0.00 0.00
H 1.76135 -4.19507 -3.43847 0.00 0.00 0.00
H -0.34838 -1.74146 0.12443 -0.02 -0.01 0.02
H -1.55702 0.42205 0.17629 0.00 0.00 0.01
H -1.81839 1.70120 -1.96053 -0.01 -0.01 0.00
O 2.39267 1.48563 -3.45258 0.01 0.09 0.00
S 3.34663 1.61980 -2.31788 0.00 -0.12 -0.01
C 4.55578 0.28049 -2.55259 -0.02 0.01 0.01
C 3.77580 -0.98711 -2.24387 -0.01 -0.01 0.01
C 3.13047 -0.71768 -0.88676 0.02 0.03 0.04
C 2.59076 0.71828 -0.91569 0.03 0.04 0.06
H 5.37937 0.43749 -1.84904 0.00 0.02 0.00
H 4.91878 0.36563 -3.57582 0.00 0.00 0.00
H 4.41179 -1.87406 -2.22953 0.00 0.00 0.00
H 3.01084 -1.13179 -3.00902 0.00 -0.01 0.00
H 3.88524 -0.80040 -0.09943 0.01 -0.01 -0.01
H 2.34403 -1.43543 -0.66149 0.02 0.02 0.02
H 2.78104 1.25827 0.01179 0.00 0.06 -0.04
H 1.52324 0.78170 -1.13363 0.02 -0.05 -0.03
F -3.01973 0.12666 -6.54955 0.00 0.02 -0.02
C -2.52758 1.40551 -6.66593 -0.03 -0.01 0.06
F -3.59431 2.23804 -6.38056 0.00 0.00 0.00
C -2.24351 1.61014 -8.14827 -0.02 0.03 0.01
F -1.87489 2.88102 -8.39184 0.00 -0.03 0.00
F -1.25847 0.80777 -8.56600 0.02 0.00 -0.01
F -3.31438 1.36325 -8.94268 0.00 0.00 0.00
```
Positions in Å, forces in eV/Å.

Summary:
**Multiplicity**: 2
**Orbital gap (spin up / spin down)**: 0.21502 / 0.21886 Ha
**Charge**: -2

---

Molecular formula: C4H8ClN2
Method: DFT, ωB97M-V/def2-TZVPD

```
15
Properties=species:S:1:pos:R:3:forces:R:3
C -1.61368 -0.11631 -1.23726 -0.88 -0.94 -1.96
N -0.41506 0.09662 -0.45042 -0.31 3.05 2.43
C -0.06690 1.27992 0.38232 -1.97 -3.54 -4.49
Cl -0.64694 2.84537 0.17685 -0.07 -0.78 0.08
N 0.95516 0.96383 1.07189 1.28 1.12 1.80
C 1.41415 -0.35822 0.86410 3.18 -3.71 -0.33
C 0.24435 -1.12163 0.09419 1.29 2.19 0.66
H -2.52204 0.46299 -0.99549 0.55 -0.40 0.64
H -1.79323 -1.24253 -1.21872 -0.23 1.63 0.17
H -1.48476 0.11757 -2.33722 0.42 -0.14 1.15
H 1.62620 1.65954 1.38999 -0.46 -0.01 0.26
H 1.59839 -0.98317 1.82739 -0.03 1.64 -1.46
H 2.46948 -0.25188 0.28451 -2.50 -0.59 1.15
H 0.56757 -1.74712 -0.78850 -0.37 0.40 1.43
H -0.33269 -1.60499 0.93636 0.09 0.09 -1.53
```
Positions in Å, forces in eV/Å.

Summary:
**Multiplicity**: 1
**Orbital gap**: 0.36402 Ha
**SMILES**: C[N+]1=C(Cl)NCC1
**Charge**: +1

---

What did we get for energy above the lowest of the compared OMol25 structures with the same formula, charge and spin? Answer: 1.8018, 1.0600, 8.3194, 2.0277, 0.0000, 1.9376 eV, in the order shown.
What did we get for F_max? Answer: 2.85, 2.81, 7.32, 0.57, 0.17, 6.04 eV/Å, in the order shown.